A cluster of 3 separate species, C6H17NO3 in total. Source: the Open Molecules 2025 dataset; level of theory: ωB97M-V/def2-TZVPD.

Last column: Mulliken charge in e.
CARTESIAN COORDINATES (ANGSTROEM)
C 2.20859 -1.10977 -0.55289  -0.59
O 1.13588 -1.61365 0.32550  -0.54
C 1.60441 -0.39935 -1.80032  -0.31
C 0.07410 -0.40520 -2.20621  -0.96
C -0.69657 0.36668 -1.11414  0.59
C -0.48649 1.65013 -0.96747  0.02
N -1.35994 2.53540 -0.20822  -0.58
C -1.70413 -0.39703 -0.33499  -1.25
H 2.88783 -0.40977 -0.08052  0.29
H 2.53875 -2.10863 -0.80421  0.34
H 0.77835 -0.91108 0.87468  0.35
H 2.20127 -0.71560 -2.67525  0.42
H 1.81992 0.81466 -1.61509  0.10
H -0.51958 -1.33241 -2.42358  0.34
H 0.16576 0.22277 -3.07340  0.32
H 0.39150 2.10816 -1.45933  0.30
H -1.72504 2.07371 0.58461  0.24
H -0.73227 3.32024 0.01600  0.28
H -1.41527 -0.21064 0.73592  -0.11
H -2.68171 0.13549 -0.20683  0.42
H -2.03475 -1.44010 -0.36945  0.35
H -0.43156 -1.98541 2.56263  0.33
H 0.95637 -2.40602 2.17579  0.36
O 0.54744 -1.82250 2.81727  -0.68
H -1.24543 0.59262 3.05661  0.27
H -1.08524 1.98057 3.73791  0.28
O -1.19219 1.46677 3.00499  -0.56

## Properties
DFT total energy = -14127.378 eV
Highest occupied orbital energy = -7.85 eV
Energy above the lowest of the compared OMol25 structures with the same formula, charge and spin = 407.4 kJ/mol
Net charge = 0
LUMO level = 0.020 hartree
Multiplicity = 1

---

A cluster of 2 separate species, C6H17NO3P in total. Source: the Open Molecules 2025 dataset; level of theory: ωB97M-V/def2-TZVPD.

Last column: Mulliken charge in e.
CARTESIAN COORDINATES (ANGSTROEM)
C -0.97546 -1.74500 1.16019  -1.33
C 0.08447 -2.41353 -0.98376  -1.54
C -2.29788 1.39235 -0.31090  -1.57
C 0.03135 2.25692 -0.17498  -1.08
C -0.47280 -1.30982 -0.16439  1.01
C -0.88490 1.09120 0.22577  0.32
N -0.34821 -0.04995 -0.41772  0.07
O 4.02432 1.08293 0.33239  -0.50
O 3.72210 -1.27102 -0.09852  -0.45
O 1.95070 -0.16345 1.00657  -0.39
P 2.88831 0.04410 -0.27509  0.23
H -0.49445 -1.11410 2.01007  0.33
H -2.06395 -1.71546 1.22870  0.35
H -0.75017 -2.79198 1.32701  0.41
H 0.37561 -2.06883 -1.96744  0.39
H -0.60776 -3.22861 -1.09406  0.41
H 0.84205 -2.73517 -0.34090  0.43
H -2.25650 1.39130 -1.38640  0.44
H -2.87579 0.60508 0.02276  0.39
H -2.83098 2.38930 -0.26124  0.36
H 1.08428 1.97037 -0.32242  0.18
H -0.03479 2.97650 0.69244  0.37
H -0.31352 2.88223 -1.04584  0.34
H -0.09279 -0.01604 -1.39321  0.37
H -0.96225 1.11843 1.30768  0.36
H 4.62731 1.51149 -0.41849  0.36
H 4.46277 -1.40946 -0.77636  0.34
H 2.58200 -0.43329 1.72538  0.39

## Properties
DFT total energy = -23413.648 eV
Highest occupied orbital energy = -12.77 eV
Energy above the lowest of the compared OMol25 structures with the same formula, charge and spin = 0.0 kJ/mol
Net charge = +1
LUMO level = -0.131 hartree
Multiplicity = 1

---

A cluster of 3 separate species, C6H17NO3S in total. Source: the Open Molecules 2025 dataset; level of theory: ωB97M-V/def2-TZVPD.

Last column: Mulliken charge in e.
CARTESIAN COORDINATES (ANGSTROEM)
C -0.73016 -0.24811 1.86878  -0.42
C 3.44283 1.07885 -0.00992  -0.68
C 1.56612 -2.44662 -1.13649  -0.62
C 0.29354 1.09866 -2.18717  -0.60
C -1.60124 -0.77886 0.98616  -0.47
C -3.42473 0.17238 1.04823  -0.43
N -3.11071 1.43987 1.23320  -0.25
O 2.53510 0.15230 -0.47825  -0.16
O 0.86947 -1.53163 -0.21610  -0.22
O 0.17290 0.88914 -0.68310  -0.19
S 1.11057 0.02931 0.20055  0.62
H -0.34911 -0.74592 2.83649  0.34
H 4.25121 1.17796 -0.81975  0.29
H 4.16959 0.70661 0.76104  0.32
H 3.01082 2.02602 0.45049  0.33
H 1.58656 -3.55420 -0.65713  0.26
H 2.52047 -2.07603 -1.32683  0.34
H 1.01011 -2.64867 -2.06647  0.29
H 1.33851 1.05552 -2.63228  0.33
H -0.21482 2.14162 -2.32073  0.27
H -0.45373 0.35797 -2.48539  0.31
H -1.81182 -1.84906 1.07431  0.39
H -1.65933 -0.48822 -0.03315  0.21
H -3.73044 -0.32846 0.05147  0.40
H -3.89481 -0.27664 1.85045  0.36
H -0.46533 0.85091 1.87007  0.37
H -3.28359 1.65202 2.30905  0.34
H -3.14799 2.14330 0.51248  0.28

## Properties
DFT total energy = -24942.124 eV
Highest occupied orbital energy = -17.40 eV
Energy above the lowest of the compared OMol25 structures with the same formula, charge and spin = 221.2 kJ/mol
Net charge = +2
LUMO level = -0.329 hartree
Multiplicity = 1

---

The ion C6H17NP with charge +1. Source: the Open Molecules 2025 dataset; level of theory: ωB97M-V/def2-TZVPD.

Last column: Mulliken charge in e.
CARTESIAN COORDINATES (ANGSTROEM)
C 0.35489 1.94612 0.27403  -1.35
C 1.73803 -0.13371 1.56106  -1.16
C 2.14230 -0.66497 -0.86576  -0.99
C -1.62933 -1.73185 -0.35061  -1.43
C -2.70814 0.78674 -0.25375  -1.19
C 0.08297 0.52604 -0.15890  -0.09
N 1.16825 -0.48480 0.20053  -0.06
P -1.48096 -0.18316 0.62102  0.22
H 0.49908 2.17770 1.32765  0.34
H -0.49816 2.46675 -0.22259  0.35
H 1.28318 2.48047 -0.01028  0.40
H 2.62669 0.30330 1.38344  0.40
H 0.86541 0.17098 2.08879  0.52
H 2.09044 -1.08542 1.86287  0.50
H 2.56720 0.21095 -1.20443  0.37
H 2.75518 -1.43414 -0.42053  0.44
H 1.53242 -0.97497 -1.72563  0.40
H -1.24569 -2.59726 0.11240  0.41
H -1.07980 -1.73287 -1.22776  0.52
H -2.68617 -1.89641 -0.51655  0.40
H -2.53372 1.83760 -0.19878  0.36
H -3.66229 0.60348 0.15129  0.42
H -2.87647 0.41862 -1.23214  0.44
H 0.06138 0.39081 -1.32791  0.37
H 0.63334 -1.40001 0.13250  0.40

## Properties
DFT total energy = -17268.326 eV
Highest occupied orbital energy = -12.78 eV
Energy above the lowest of the compared OMol25 structures with the same formula, charge and spin = 92.5 kJ/mol
Net charge = +1
LUMO level = -0.102 hartree
Multiplicity = 1

---

A structure of composition C6H18AlBrNO3P. Source: the Open Molecules 2025 dataset; level of theory: ωB97M-V/def2-TZVPD.

Last column: Mulliken charge in e.
CARTESIAN COORDINATES (ANGSTROEM)
O -2.00483 -0.08823 -0.70418  -0.63
P -2.61482 -0.63359 -1.99504  0.11
Al -2.32004 0.95431 -3.78919  0.34
C -0.27752 1.08674 -3.91507  -0.36
C 0.18505 2.44152 -4.17191  0.30
O 0.36608 2.99922 -5.19891  -0.49
Br 0.54563 3.48522 -2.48816  -0.32
H -3.96165 -1.01531 -1.76564  0.02
H -1.96361 -1.86704 -2.29806  0.00
H -2.93384 0.33463 -5.13764  -0.22
H -3.02050 2.33890 -3.42488  -0.21
H 0.03301 0.43298 -4.73053  0.33
H 0.15586 0.71058 -2.98918  0.14
C 1.50308 0.85923 1.88384  -1.52
C 0.46354 -0.19127 1.53866  0.42
C -0.12984 -0.93004 2.72902  -0.75
O 0.80373 -1.84774 3.27326  -0.44
C 1.58254 -1.38149 4.37286  -0.63
N 1.08587 -1.25052 0.67010  -0.25
H 2.44152 0.43187 2.24419  0.37
H 1.72988 1.46076 1.00180  0.44
H 1.11366 1.52525 2.65090  0.35
H -0.33490 0.24992 0.93143  0.30
H -0.98310 -1.52117 2.38818  0.38
H -0.49585 -0.22247 3.47470  0.45
H 1.05594 -0.60017 4.92344  0.31
H 2.55012 -0.99828 4.04202  0.25
H 1.75341 -2.22818 5.03424  0.25
H 1.67166 -0.85119 -0.06248  0.35
H 0.35576 -1.82237 0.23585  0.32
H 1.64418 -1.86210 1.27636  0.39

## Properties
DFT total energy = -100073.336 eV
Highest occupied orbital energy = -7.98 eV
Energy above the lowest of the compared OMol25 structures with the same formula, charge and spin = 0.0 kJ/mol
Net charge = 0
LUMO level = -0.028 hartree
Multiplicity = 1

---

A structure of composition C6H18B2BrFKO15P2Rb. Source: the Open Molecules 2025 dataset; level of theory: ωB97M-V/def2-TZVPD.

Last column: Mulliken charge in e.
CARTESIAN COORDINATES (ANGSTROEM)
C 1.05864 -4.83447 2.60304  -0.63
O 1.38544 -4.58013 1.15570  -0.81
B 0.79686 -3.39029 0.80290  0.78
O 1.11898 -2.26204 1.52306  -0.29
O -0.15219 -3.42891 -0.25296  -0.22
P 0.01601 -2.40065 -1.45061  0.68
O -1.27954 -2.26791 -2.08992  -0.77
O 0.99631 -3.07049 -2.67548  -0.51
C 2.39223 -3.24887 -2.31508  0.09
C 3.26330 -3.01843 -3.62765  0.38
O 2.78056 -2.75368 -4.67917  -0.60
F 4.55654 -3.19087 -3.61972  -0.18
O 0.41265 -0.92046 -0.94234  0.16
O 1.43756 -0.27667 -1.73701  0.03
B 2.06488 0.67454 -0.81512  0.22
O 1.21207 1.29572 0.04187  -0.35
O 3.38596 0.89018 -0.81354  -0.46
H 1.77427 -4.30480 3.23196  0.26
H 0.04182 -4.53502 2.83048  0.36
H 1.15376 -6.03801 2.77310  0.06
H 2.01074 -1.96815 1.31728  0.26
H 2.72515 -2.62759 -1.48771  0.19
H 2.52356 -4.31568 -2.11872  0.24
H 1.23751 0.92534 0.92807  0.27
H 3.88608 0.07982 -0.95011  0.27
Rb 3.16891 -5.46164 0.53461  0.97
C -1.69412 6.36994 0.83481  -0.75
O -2.19596 5.04837 0.54515  -0.25
P -3.09193 4.32382 1.69224  0.98
O -2.13287 3.91977 2.73550  -0.66
O -3.51321 3.13354 0.69139  -0.39
C -2.49318 2.30015 0.14882  -0.71
O -4.51075 4.36775 2.43650  -0.33
C -5.68769 3.71928 1.93282  -0.52
H -1.28109 6.77408 -0.08505  0.23
H -2.49165 7.02740 1.17929  0.33
H -0.91076 6.31237 1.58975  0.32
H -1.65356 2.20384 0.83638  0.35
H -2.14875 2.70532 -0.80224  0.28
H -2.92307 1.31557 -0.02878  0.33
H -5.59195 2.64407 2.05877  0.24
H -5.87188 3.96317 0.89036  0.29
H -6.52561 4.07511 2.52886  0.25
O 4.63348 2.11137 -3.33930  -0.99
H 4.01251 1.76562 -2.69229  0.12
K 1.46272 -1.30449 -4.19667  1.16
Br 0.64129 -7.74690 2.87675  -0.72

## Properties
DFT total energy = -146896.528 eV
Highest occupied orbital energy = -5.78 eV
Net charge = 0
LUMO level = -0.086 hartree
Multiplicity = 1

---

A structure of composition C6H18BeN8O10Pb. Source: the Open Molecules 2025 dataset; level of theory: ωB97M-V/def2-TZVPD.

Last column: Mulliken charge in e.
CARTESIAN COORDINATES (ANGSTROEM)
Be 0.87029 2.75959 -2.33126  1.39
Pb -3.24778 -0.84035 0.15021  1.46
O -1.65822 2.37753 -2.10654  -0.38
C -2.38940 1.36507 -2.69060  0.55
O -2.58694 1.46261 -3.88307  -0.57
O -2.75791 0.34324 -2.00354  -0.55
H -1.61904 2.16628 -1.16016  0.21
O 0.69264 -0.27102 0.89684  -0.65
C -0.19708 0.49182 0.23077  0.78
O -1.34004 0.72081 0.71892  -0.73
O 0.07745 1.12564 -0.79613  -0.42
H 0.16211 -0.62744 1.62755  0.16
C 3.37632 0.45579 -1.98778  0.60
O 2.63583 1.33099 -2.48745  -0.51
N 3.08672 -0.22928 -0.87287  -0.17
N 4.60967 0.22067 -2.47386  -0.37
H 3.68231 -0.90219 -0.42745  0.26
H 2.20020 0.00919 -0.45831  0.06
H 5.20486 -0.42177 -1.97980  0.18
H 4.90088 0.43389 -3.41315  0.27
C 0.04210 -4.26721 -0.78515  0.58
O -0.56382 -4.85855 0.10447  -0.59
N 0.55050 -3.00768 -0.65882  -0.19
N 0.31439 -4.89311 -1.95565  -0.41
H 1.10398 -2.65592 -1.41910  0.13
H 0.58806 -2.61246 0.26102  0.12
H 1.14072 -4.69135 -2.48665  0.19
H -0.25427 -5.69958 -2.14383  0.24
C -1.39211 -2.10609 2.94822  0.66
O -1.61334 -2.22725 1.72792  -0.51
N -1.62005 -1.01717 3.71657  -0.34
N -0.77295 -3.08951 3.64957  -0.44
H -1.42218 -0.90575 4.69463  0.20
H -2.03778 -0.21390 3.27416  0.18
H -0.85344 -4.03943 3.32106  0.28
H -0.51273 -2.85425 4.58918  0.17
C -0.90506 4.44196 0.36890  0.62
O -0.27078 4.13813 -0.65177  -0.55
N -1.90268 5.34667 0.43252  -0.42
N -0.55255 3.92495 1.58806  -0.35
H -2.06640 5.75304 1.33827  0.20
H -2.09848 5.92286 -0.37107  0.27
H 0.01297 3.09874 1.52821  0.14
H -0.61696 4.54177 2.37697  0.23

## Properties
DFT total energy = -44546.454 eV
Highest occupied orbital energy = -14.05 eV
Energy above the lowest of the compared OMol25 structures with the same formula, charge and spin = 0.0 kJ/mol
Net charge = +2
LUMO level = -0.343 hartree
Multiplicity = 1

---

A structure of composition C6H18BrFeO6. Source: the Open Molecules 2025 dataset; level of theory: ωB97M-V/def2-TZVPD.

Last column: Mulliken charge in e.
CARTESIAN COORDINATES (ANGSTROEM)
Fe 1.96917 -1.52361 4.10523  0.55
Br 1.94626 -0.76981 1.69583  -0.49
C -0.09763 -3.59142 -1.86104  -0.49
C 1.16971 -2.77418 -2.13150  -0.11
O 2.13290 -3.02112 -1.12317  -0.46
O -0.68381 -3.23218 -0.63041  -0.52
H 0.15052 -4.65498 -1.92093  0.35
H -0.78251 -3.40627 -2.69239  0.34
H 0.88204 -1.72049 -2.03621  0.02
H 1.46035 -2.98557 -3.16075  0.36
H 2.08903 -2.33090 -0.46438  0.22
H -0.20034 -3.65754 0.08434  0.31
C -1.38143 -0.17136 0.24373  0.11
C -2.70356 0.53745 -0.01714  -0.59
O -2.86638 1.51538 0.96590  -0.47
O -0.31706 0.57763 -0.25786  -0.08
H -1.37682 -1.12362 -0.34256  0.22
H -1.19338 -0.45684 1.28257  0.42
H -3.58495 -0.10123 -0.01352  0.42
H -2.66357 0.93002 -1.04335  0.29
H -2.01239 1.99237 1.06336  0.57
H 0.44691 0.17474 0.21568  -0.08
C 1.45539 3.11441 0.35493  -0.36
C 0.02638 3.49922 0.78805  -0.45
O -0.73814 2.33721 1.13755  -0.39
O 2.25187 2.57883 1.39356  -0.47
H 2.00145 3.96187 -0.06032  0.41
H 1.29104 2.39946 -0.45774  0.17
H -0.49190 3.96682 -0.04844  0.36
H 0.05084 4.21546 1.61180  0.30
H -0.43610 2.09769 2.02525  0.30
H 2.20612 1.62257 1.29393  0.27

## Properties
DFT total energy = -123216.392 eV
Highest occupied orbital energy (alpha / beta) = -12.61 / -11.93 eV
Energy above the lowest of the compared OMol25 structures with the same formula, charge and spin = 0.0 kJ/mol
Net charge = +1
LUMO level (alpha / beta) = -0.180 / -0.286 hartree
Multiplicity = 5

---

Number 1: maximum force 6.3 eV/Å. Number 2: maximum force 4.0 eV/Å. Number 3: maximum force 5.2 eV/Å. Number 4: maximum force 4.9 eV/Å. Number 5: maximum force 1.1 eV/Å. Number 6: maximum force 7.3 eV/Å. Number 7: maximum force 4.2 eV/Å. Number 8: maximum force 3.0 eV/Å.